Computed, not measured: a cluster of 3 separate species, CH6O3 in total, with ωB97M-V/def2-TZVPD.

XYZ file:
```
10
CH6O3, DFT ωB97M-V/def2-TZVPD
O 1.73513 0.00899 0.76059
C 2.21504 0.98175 0.25387
H 2.99211 0.89251 -0.50276
H 1.91775 2.01387 0.50436
H 0.59079 -0.97293 -1.57036
H 0.13502 -1.46358 -2.97309
O 0.83127 -0.99968 -2.50028
H -3.57323 -0.88210 1.74400
H -3.66284 0.60440 2.00487
O -3.18104 -0.18324 2.27880
```

## Properties
- HOMO: -10.261 eV
- SMILES: C=O.O.O
- Relative energy (zero: lowest compared OMol25 entry of this formula, charge and spin): 23.46 kJ/mol
- Largest force on an atom: 0.533 eV/A
- HOMO-LUMO gap: 11.02 eV

Atomic partial charges in e from the natural (NBO) method, atoms 1 to 8: number 1, O, carries -0.50; number 2, C, carries 0.29; number 3, H, carries 0.11; number 4, H, carries 0.10; number 5, H, carries 0.48; number 6, H, carries 0.47; number 7, O, carries -0.95; number 8, H, carries 0.47